{"formula": "C34H30Cl2GdN3O7SSi", "method": "ωB97M-V with the def2-TZVPD basis set", "species": ["Gd", "Cl", "Cl", "S", "Si", "O", "O", "O", "O", "O", "O", "O", "N", "N", "N", "C", "C", "C", "C", "C", "C", "C", "C", "C", "C", "C", "C", "C", "C", "C", "C", "C", "C", "C", "C", "C", "C", "C", "C", "C", "C", "C", "C", "C", "C", "C", "C", "C", "C", "H", "H", "H", "H", "H", "H", "H", "H", "H", "H", "H", "H", "H", "H", "H", "H", "H", "H", "H", "H", "H", "H", "H", "H", "H", "H", "H", "H", "H", "H"], "positions_angstrom": [[-0.15862, 0.19316, 0.17485], [0.08618, 5.71679, -1.26968], [-0.09978, 0.40032, -2.45212], [0.24703, 2.81007, -0.19726], [-3.77825, -0.40581, 0.04677], [1.91733, -0.08107, 0.53260], [3.23065, -0.02256, 6.20118], [4.31996, -0.35120, 4.29608], [-2.18186, -0.46164, 0.20125], [3.72652, -0.36158, 1.81217], [-1.40668, -3.45063, -1.28347], [0.09418, -1.98279, -0.59693], [0.33278, 0.21666, 2.68635], [-0.18406, 0.35388, 3.91260], [-1.37604, -4.96663, 0.81517], [2.52710, -0.15516, 1.64250], [-0.98468, -2.98628, 2.11125], [0.03160, 3.08567, -1.91064], [-0.58150, -2.98256, -0.39984], [-2.42685, -4.86768, 1.84869], [1.95795, 0.05418, 4.23966], [-4.24125, -0.08594, 4.14542], [-0.08802, 2.09374, -2.89291], [0.74860, 0.26378, 4.86763], [-0.01775, 4.41085, -2.39239], [-6.08944, 2.85598, -1.17493], [-5.06112, -2.32732, -3.40301], [-4.45627, -1.71285, -1.13504], [-0.22424, 2.37431, -4.24088], [3.23732, -0.11374, 4.99760], [-6.17665, -1.29637, 3.40463], [-5.72225, -1.21970, 2.09380], [-5.41200, -3.60145, -2.97994], [-5.28989, -3.93739, -1.63921], [-3.40579, 2.24434, -0.93900], [-3.79068, -0.02700, 2.83587], [-5.69785, 1.60391, -0.72632], [-4.51718, -0.59200, 1.78517], [1.64254, 0.02892, 2.86432], [-0.47907, -3.80146, 0.90420], [-5.43780, -0.73083, 4.43270], [-0.24958, 3.68747, -4.66743], [-2.45818, -3.38339, 2.18269], [-5.13180, 3.80625, -1.50582], [-4.34746, 1.27602, -0.59594], [-3.78405, 3.50088, -1.38859], [-4.59141, -1.39620, -2.48842], [-0.15069, 4.70735, -3.73544], [-4.82071, -2.99873, -0.73110], [-5.79697, -0.77960, 5.45283], [-6.31571, -1.66223, 1.30021], [-1.17276, 0.50598, 4.01575], [-2.35615, 2.00688, -0.84099], [-5.56950, -4.92868, -1.30222], [0.53326, 0.35050, 5.91949], [-2.91477, -3.18097, 3.14981], [-5.79285, -4.32489, -3.68977], [-0.46067, -3.29275, 3.01721], [-3.00723, -2.83374, 1.42158], [-0.85467, -1.91239, 1.97484], [-3.03307, 4.24052, -1.64192], [-0.88738, -5.84869, 0.84212], [-2.18597, -5.45861, 2.73738], [-5.43724, 4.78610, -1.85132], [-7.14187, 3.09465, -1.26718], [-4.32260, -0.40143, -2.82836], [4.14860, -0.32689, 3.30934], [-6.45372, 0.86702, -0.47054], [-5.16243, -2.05616, -4.44660], [-3.37570, -5.22750, 1.44771], [0.57015, -4.07520, 1.01538], [-2.85798, 0.47501, 2.59086], [-1.78077, -4.26409, -0.85164], [-0.18142, 5.74360, -4.04287], [-0.31115, 1.55536, -4.94212], [-7.11031, -1.79864, 3.62693], [-4.75558, -3.27330, 0.31745], [-3.67666, 0.37206, 4.95095], [-0.34844, 3.91360, -5.71968]], "forces_ev_per_angstrom": [[-1.125, 0.909, 0.657], [0.010, 0.150, 0.042], [0.099, 0.072, -1.367], [-0.019, 0.123, -0.060], [-0.587, 0.201, 0.043], [1.883, -0.385, 0.524], [-0.018, -0.085, 0.004], [0.244, 0.041, 0.245], [-0.693, -0.169, 0.200], [-0.094, 0.070, -0.131], [-0.077, -0.067, -0.122], [0.055, -0.670, -0.123], [0.274, 0.062, -0.096], [-0.022, 0.002, -0.087], [0.062, 0.119, -0.125], [0.082, -0.034, 0.335], [-0.120, -0.003, -0.129], [-0.051, 0.106, -0.074], [0.201, -0.217, 0.285], [-0.114, 0.060, -0.050], [-0.022, -0.098, -0.075], [0.024, 0.005, 0.027], [-0.034, 0.393, 0.060], [0.116, 0.005, 0.084], [-0.014, -0.335, -0.015], [-0.044, -0.027, -0.003], [-0.010, -0.012, -0.048], [-0.026, 0.116, 0.218], [-0.028, -0.212, -0.026], [-0.124, 0.163, 0.040], [-0.043, -0.025, 0.051], [-0.004, -0.021, -0.052], [-0.007, 0.025, -0.010], [0.001, -0.056, -0.001], [-0.088, -0.121, 0.016], [0.002, -0.015, -0.011], [-0.023, -0.067, 0.040], [0.080, -0.080, -0.250], [0.020, 0.063, 0.052], [-0.208, 0.180, 0.004], [-0.007, 0.005, 0.012], [0.005, 0.020, 0.026], [0.148, -0.071, 0.056], [0.030, 0.044, -0.006], [0.204, -0.166, -0.028], [-0.029, 0.078, -0.040], [0.083, 0.020, 0.018], [-0.017, 0.068, -0.042], [0.007, -0.034, 0.064], [0.007, -0.016, -0.005], [-0.006, 0.011, 0.031], [-0.075, -0.020, 0.037], [0.101, 0.101, -0.024], [-0.012, 0.015, 0.008], [-0.034, 0.005, -0.027], [-0.029, 0.052, -0.012], [0.023, -0.006, -0.001], [0.096, 0.004, -0.028], [-0.050, 0.027, -0.001], [0.006, -0.144, 0.094], [0.015, -0.026, 0.011], [0.072, 0.020, -0.021], [0.072, -0.010, -0.033], [-0.004, -0.008, -0.003], [0.005, -0.005, 0.003], [-0.045, -0.007, -0.027], [-0.038, -0.139, -0.112], [-0.026, 0.038, -0.006], [0.008, -0.007, 0.004], [0.008, -0.003, 0.043], [0.025, -0.029, -0.049], [-0.003, 0.037, 0.067], [-0.087, -0.066, -0.019], [0.016, -0.006, 0.012], [0.000, 0.029, -0.010], [-0.002, 0.018, -0.015], [-0.012, -0.014, -0.033], [-0.002, 0.010, -0.020], [-0.010, 0.011, 0.005]], "lowdin_spin": [6.808, 0.009, -0.008, 0.169, 0.000, 0.004, 0.000, 0.000, -0.005, 0.002, -0.001, -0.009, -0.005, 0.000, 0.000, 0.001, 0.000, 0.020, -0.002, 0.000, 0.000, 0.000, 0.006, 0.000, 0.006, 0.000, 0.000, 0.000, 0.000, 0.000, 0.000, 0.000, 0.000, 0.000, 0.000, 0.000, 0.000, 0.000, 0.000, 0.000, 0.000, 0.001, 0.000, 0.000, 0.000, 0.000, 0.000, 0.001, 0.000, 0.000, 0.000, 0.000, 0.000, 0.000, 0.000, 0.000, 0.000, 0.000, 0.000, 0.000, 0.000, 0.000, 0.000, 0.000, 0.000, 0.000, 0.000, 0.000, 0.000, 0.000, 0.000, 0.000, 0.000, 0.000, 0.000, 0.000, 0.000, 0.000, 0.000], "e_lumo_ev": [0.10, -2.39], "multiplicity": 8, "s2": 16.038, "molar_mass_da": 880.9, "de_lowest_kj_mol": 28.90, "gap_ev": [8.488, 5.937]}